C20H20F2N2O5S | ωB97M-V/def2-TZVPD

Calculated values
Maximum force: 1.0 eV/A
Spin multiplicity: 1
DFT total energy: -50552.5341 eV
Frontier orbital gap: 0.337 Ha
SMILES: O=C(Nc1cccc(F)c1)c1cc(S(=O)(=O)N2CCC3(CC2)OCCO3)ccc1F
ΔE to the lowest compared entry with this formula, charge and spin: 0.67 kcal per mole

Element x y z (Å)
O  3.87424  2.12696  0.46934
C  2.90744  1.40973  0.51382
N  1.97582  1.25650  -0.47527
C  1.90786  1.86114  -1.73163
C  2.83874  2.78961  -2.18731
C  2.69394  3.34082  -3.44821
C  1.63692  2.98637  -4.26982
C  0.72397  2.06246  -3.79519
F  -0.31802  1.69637  -4.57428
C  0.83689  1.49326  -2.54394
C  2.54216  0.53984  1.68909
C  1.26532  0.61735  2.23739
C  0.87297  -0.27059  3.21738
S  -0.86721  -0.31154  3.68383
O  -1.30674  0.99289  4.06943
O  -1.04296  -1.40887  4.58354
N  -1.63640  -0.69681  2.25717
C  -1.16146  -1.89433  1.61015
C  -2.20905  -2.41584  0.63083
C  -2.60549  -1.31283  -0.36845
C  -3.08654  -0.08227  0.41251
C  -1.97490  0.37307  1.35119
O  -3.63330  -1.74597  -1.22924
C  -3.04338  -2.12398  -2.45318
C  -1.83339  -1.19385  -2.54292
O  -1.48340  -0.98266  -1.18592
C  1.74896  -1.21801  3.71495
C  3.04546  -1.26662  3.23363
C  3.42211  -0.40091  2.21687
F  4.65129  -0.51754  1.70194
H  1.23460  0.58821  -0.30611
H  3.66499  3.06912  -1.55597
H  3.41907  4.05940  -3.79688
H  1.51539  3.40899  -5.25371
H  0.10542  0.77448  -2.20650
H  0.57832  1.38213  1.91192
H  -0.96782  -2.62572  2.39578
H  -0.22633  -1.69860  1.05934
H  -3.10923  -2.71719  1.16458
H  -1.81012  -3.27455  0.08981
H  -3.97848  -0.35851  0.97119
H  -3.33692  0.71426  -0.28834
H  -2.28739  1.22133  1.95934
H  -1.11038  0.65778  0.73226
H  -3.77465  -1.97167  -3.24522
H  -2.73409  -3.17737  -2.42641
H  -0.98057  -1.63491  -3.06079
H  -2.10364  -0.24088  -3.01479
H  1.39839  -1.90055  4.47231
H  3.76159  -1.97950  3.61049